Entry 1:
The ion C2H11N5P with charge +1 in a non-equilibrium geometry, computed with ωB97M-V/def2-TZVPD.

The HOMO energy (alpha / beta) is -12.570 / -12.570 eV. The largest force on an atom is 3.06 eV/A. Its net charge is +1. As for the energy above the lowest of the compared OMol25 structures with the same formula, charge and spin: 0.000 eV. The value obtained for the molecular weight is 136.12 Da. The frontier orbital gap (alpha / beta) is 8.1 / 8.1 eV.

Geometry (Å):
C1 0.2169 -1.8308 0.7877
C2 -1.4102 1.3169 0.2585
N1 -3.0446 -0.3334 -0.0732
N2 -1.8634 -0.0281 0.0246
N3 1.8810 -0.5566 -1.0654
N4 0.1023 0.8446 0.3257
N5 1.1137 1.7591 0.0284
P1 -0.1205 -0.6275 -0.5612
H1 0.7503 -2.6941 0.3986
H2 -0.7135 -2.1706 1.2354
H3 0.8149 -1.3197 1.5417
H4 -1.6154 2.0021 -0.5644
H5 -1.7606 1.7252 1.2055
H6 -3.1880 -1.3384 -0.2292
H7 1.9788 -0.4670 -2.0762
H8 2.4753 -1.3243 -0.7517
H9 2.1628 0.3414 -0.6273
H10 0.8731 2.4093 -0.7212
H11 1.3469 2.2919 0.8636

Cartesian forces (eV/Å) of the 3 atoms listed first:
C -0.088 0.008 -0.393
C 2.362 -0.046 0.543
N -0.150 0.790 0.327

Here are the natural (NBO) charges for atoms 1 to 8, given in e: atom 1 (C): -0.95, atom 2 (C): -0.12, atom 3 (N): -0.18, atom 4 (N): -0.18, atom 5 (N): -1.02, atom 6 (N): -0.57, atom 7 (N): -0.67, atom 8 (P): 1.11

***

Entry 2:
A cluster of 3 separate species, C2H11NO2S in total in a non-equilibrium geometry, computed with ωB97M-V/def2-TZVPD.

The HOMO energy is -9.116 eV. The largest force on an atom is 1.51 eV/A. As for the SMILES: NCCS.O.O. Its net charge is 0. As for the energy above the lowest of the compared OMol25 structures with the same formula, charge and spin: 0.540 eV. The value obtained for the molecular weight is 113.18 Da. The frontier orbital gap is 9.8 eV.

Geometry (Å):
N1 1.4132 -1.2281 -2.9141
C1 0.5986 -0.3559 -3.7439
C2 -0.7876 -0.0473 -3.2221
S1 -0.7801 1.2886 -1.9148
H1 2.3405 -1.1847 -3.2991
H2 1.5182 -0.8152 -1.9995
H3 1.0927 0.5902 -4.0027
H4 0.3607 -0.8370 -4.7025
H5 -1.3146 -0.8714 -2.7536
H6 -1.4112 0.2809 -4.0497
H7 -0.0064 0.5925 -1.1046
O1 -0.1191 1.6190 6.4381
H8 -0.1156 0.8098 6.9254
H9 -0.8969 2.0836 6.7573
O2 -0.2734 -0.8541 4.6303
H10 -1.0552 -1.1450 4.1662
H11 -0.5639 0.0739 4.7894

Cartesian forces (eV/Å) of the 3 atoms listed first:
N -0.276 0.151 -0.056
C -0.738 0.057 -0.938
C -0.042 0.754 1.070

Here are the natural (NBO) charges for atoms 1 to 8, given in e: atom 1 (N): -0.82, atom 2 (C): -0.24, atom 3 (C): -0.49, atom 4 (S): -0.07, atom 5 (H): 0.36, atom 6 (H): 0.35, atom 7 (H): 0.18, atom 8 (H): 0.19

***

Entry 3:
A cluster of 4 separate species, C2H11NO2S2 in total in a non-equilibrium geometry, computed with ωB97M-V/def2-TZVPD.

The HOMO energy is -8.055 eV. The largest force on an atom is 3.05 eV/A. Its net charge is 0. As for the energy above the lowest of the compared OMol25 structures with the same formula, charge and spin: 6.144 eV. The value obtained for the molecular weight is 145.25 Da. The frontier orbital gap is 2.9 eV.

Geometry (Å):
N1 -0.4805 1.8081 1.4617
C1 -0.6879 0.4083 1.9058
C2 0.0372 -0.6003 1.0754
S1 -0.0827 -2.3070 1.8210
S2 -0.5481 1.8818 -1.8448
H1 -0.7351 2.1241 0.5075
H2 -0.7902 2.5379 2.1435
H3 -1.7886 0.2662 1.9776
H4 -0.3641 0.3270 2.9604
H5 1.0906 -0.4053 1.0767
H6 -0.4198 -0.7736 0.1122
H7 -0.5355 2.1406 -3.1745
H8 1.9738 -0.2736 -1.6383
H9 1.2282 1.0718 -1.5314
O1 1.8742 0.5045 -1.0437
H10 0.2772 -2.1962 -2.8138
H11 -0.4558 -1.0804 -1.9772
O2 0.3609 -1.5596 -2.1289

Cartesian forces (eV/Å) of the 3 atoms listed first:
N 0.136 0.575 0.480
C -1.950 2.179 0.868
C 0.048 -2.100 1.920

Here are the natural (NBO) charges for atoms 1 to 8, given in e: atom 1 (N): -0.79, atom 2 (C): -0.24, atom 3 (C): -0.53, atom 4 (S): 0.23, atom 5 (S): -0.48, atom 6 (H): 0.39, atom 7 (H): 0.38, atom 8 (H): 0.19

***

Entry 4:
A cluster of 3 separate species, C2H11NO2S2 in total, computed with ωB97M-V/def2-TZVPD.

The HOMO energy is -8.238 eV. The largest force on an atom is 0.95 eV/A. As for the SMILES: NCCSS.O.O. Its net charge is 0. As for the energy above the lowest of the compared OMol25 structures with the same formula, charge and spin: 0.556 eV. The value obtained for the molecular weight is 145.25 Da. The frontier orbital gap is 8.6 eV.

Geometry (Å):
N1 -1.4358 1.8418 -0.1373
C1 -0.8027 2.0591 -1.4319
C2 -0.6592 0.8020 -2.3100
S1 0.6776 -0.1905 -1.5300
S2 0.2109 -2.0379 -2.3705
H1 -0.9205 1.1405 0.3786
H2 -2.4122 1.6219 -0.2618
H3 -1.4242 2.7902 -1.9577
H4 0.1996 2.4802 -1.3177
H5 -1.5917 0.2432 -2.2953
H6 -0.2919 1.0397 -3.3045
H7 0.5529 -2.8020 -1.3321
O1 -0.8207 -2.5163 5.3933
H8 -1.4572 -1.7949 5.3823
H9 -0.8180 -2.8606 4.4957
O2 3.4038 -0.5673 0.5931
H10 3.3371 -0.2383 1.4813
H11 4.2521 -1.0109 0.5245

Cartesian forces (eV/Å) of the 3 atoms listed first:
N 0.690 0.461 -0.303
C -0.324 -0.102 -0.306
C 0.512 0.049 0.804

Here are the natural (NBO) charges for atoms 1 to 8, given in e: atom 1 (N): -0.84, atom 2 (C): -0.23, atom 3 (C): -0.53, atom 4 (S): 0.07, atom 5 (S): -0.16, atom 6 (H): 0.36, atom 7 (H): 0.36, atom 8 (H): 0.20

***

Entry 5:
A cluster of 4 separate species, C2H11NO3 in total in a non-equilibrium geometry, computed with ωB97M-V/def2-TZVPD.

The HOMO energy is -9.022 eV. The largest force on an atom is 6.84 eV/A. As for the SMILES: C=CN.O.O.O. Its net charge is 0. As for the energy above the lowest of the compared OMol25 structures with the same formula, charge and spin: 2.236 eV. The value obtained for the molecular weight is 97.11 Da. The frontier orbital gap is 9.6 eV.

Geometry (Å):
C1 1.4036 1.5244 0.6769
C2 0.1518 1.7621 0.1222
N1 -0.9684 0.7638 0.0941
H1 1.8672 0.6668 1.1446
H2 2.1491 2.3940 0.7414
H3 -0.0764 2.6932 -0.4009
H4 -1.0584 0.0394 -0.6321
H5 -1.9364 1.0518 0.3258
O1 -1.4332 -1.6177 2.9716
H6 -1.8456 -2.3714 2.7272
H7 -1.8666 -0.7988 2.4423
O2 2.0572 -0.2705 -2.3296
H8 2.4044 0.1859 -1.5115
H9 1.3710 0.3479 -2.5360
O3 -0.8300 -1.7510 -1.4566
H10 -0.0809 -2.0384 -0.9895
H11 -1.3082 -2.5815 -1.3897

Cartesian forces (eV/Å) of the 3 atoms listed first:
C -1.080 2.515 -1.029
C 0.495 -2.458 0.742
N 0.370 0.439 0.363

Here are the natural (NBO) charges for atoms 1 to 8, given in e: atom 1 (C): -0.46, atom 2 (C): 0.00, atom 3 (N): -0.94, atom 4 (H): 0.21, atom 5 (H): 0.20, atom 6 (H): 0.18, atom 7 (H): 0.42, atom 8 (H): 0.37

***

Entry 6:
A cluster of 4 separate species, C2H11NO3 in total in a non-equilibrium geometry, computed with ωB97M-V/def2-TZVPD.

The HOMO energy is -8.659 eV. The largest force on an atom is 2.45 eV/A. As for the SMILES: C=CN.O.O.O. Its net charge is 0. As for the energy above the lowest of the compared OMol25 structures with the same formula, charge and spin: 1.481 eV. The value obtained for the molecular weight is 97.11 Da. The frontier orbital gap is 9.4 eV.

Geometry (Å):
C1 -0.0263 -0.8313 -2.7843
C2 1.0377 -1.2439 -2.0659
N1 1.0912 -1.0519 -0.6566
H1 -0.9900 -1.0607 -2.3310
H2 0.1079 -0.4621 -3.7904
H3 2.0009 -1.3532 -2.5682
H4 1.1822 -0.0650 -0.4370
H5 1.9768 -1.3721 -0.2748
O1 -2.2023 0.0340 3.7336
H6 -3.0471 -0.3672 3.9408
H7 -2.2496 0.9066 4.1358
O2 -0.9817 0.3446 0.5989
H8 -0.7068 -0.2926 -0.0851
H9 -1.2937 -0.2430 1.3127
O3 1.5308 2.1330 -0.1748
H10 1.8742 2.4022 0.6857
H11 0.5703 2.0876 -0.1199

Cartesian forces (eV/Å) of the 3 atoms listed first:
C 0.518 -1.443 0.951
C 0.474 2.321 -0.642
N 0.580 -1.012 0.125

Here are the natural (NBO) charges for atoms 1 to 8, given in e: atom 1 (C): -0.47, atom 2 (C): 0.01, atom 3 (N): -0.87, atom 4 (H): 0.20, atom 5 (H): 0.21, atom 6 (H): 0.16, atom 7 (H): 0.41, atom 8 (H): 0.37

***

Entry 7:
A cluster of 4 separate species, C2H11NO3 in total in a non-equilibrium geometry, computed with ωB97M-V/def2-TZVPD.

The HOMO energy is -8.545 eV. The largest force on an atom is 1.44 eV/A. As for the SMILES: C=CN.O.O.O. Its net charge is 0. As for the energy above the lowest of the compared OMol25 structures with the same formula, charge and spin: 0.896 eV. The value obtained for the molecular weight is 97.11 Da. The frontier orbital gap is 8.8 eV.

Geometry (Å):
C1 -1.4985 0.0888 2.5464
C2 -1.3432 0.5838 1.3221
N1 -2.2250 1.4490 0.6917
H1 -2.3780 0.2374 3.0932
H2 -0.7250 -0.4958 3.0197
H3 -0.3899 0.5138 0.8188
H4 -3.2033 1.3191 0.8465
H5 -2.0562 1.6754 -0.2741
O1 0.2001 -1.6342 -0.8427
H6 -0.3073 -2.3139 -1.3066
H7 -0.0061 -1.9208 0.0611
O2 2.9942 -1.0549 -1.2617
H8 3.1088 -1.1120 -0.3098
H9 2.0663 -1.2188 -1.4719
O3 2.1671 1.5618 -2.4555
H10 1.2539 1.6964 -2.1942
H11 2.3422 0.6248 -2.2833

Cartesian forces (eV/Å) of the 3 atoms listed first:
C 0.935 -0.595 -0.654
C 0.280 0.810 0.252
N -0.004 0.032 -0.470

Here are the natural (NBO) charges for atoms 1 to 8, given in e: atom 1 (C): -0.53, atom 2 (C): 0.01, atom 3 (N): -0.81, atom 4 (H): 0.19, atom 5 (H): 0.20, atom 6 (H): 0.19, atom 7 (H): 0.38, atom 8 (H): 0.38

***

Entry 8:
A cluster of 4 separate species, C2H11O3S in total in a non-equilibrium geometry, computed with ωB97M-V/def2-TZVPD.

The HOMO energy is -3.244 eV. The largest force on an atom is 1.17 eV/A. Its net charge is -1. As for the energy above the lowest of the compared OMol25 structures with the same formula, charge and spin: 0.344 eV. The value obtained for the molecular weight is 115.17 Da. The frontier orbital gap is 7.0 eV.

Geometry (Å):
C1 0.1320 -1.7031 -2.0198
C2 0.2823 -1.5204 -0.5228
S1 -1.1650 -0.6763 0.2636
H1 -0.1739 -0.7914 -2.5182
H2 -0.6634 -2.4284 -2.1786
H3 1.0557 -2.0535 -2.5039
H4 1.1324 -0.8847 -0.2383
H5 0.4728 -2.4686 -0.0186
H6 0.3978 1.9286 0.6710
H7 0.9928 2.0287 2.0231
O1 0.4006 2.5217 1.4395
H8 -1.5134 1.3666 -1.0920
H9 -1.4070 2.6465 -0.2959
O2 -1.6647 2.3380 -1.1798
H10 0.5069 -0.6123 2.1387
H11 0.2361 0.3554 3.2483
O3 0.9780 -0.0466 2.7837

Cartesian forces (eV/Å) of the 3 atoms listed first:
C 0.189 -0.313 0.080
C 0.013 0.889 0.765
S 0.237 -0.291 -0.161

Here are the natural (NBO) charges for atoms 1 to 8, given in e: atom 1 (C): -0.62, atom 2 (C): -0.51, atom 3 (S): -0.74, atom 4 (H): 0.20, atom 5 (H): 0.20, atom 6 (H): 0.18, atom 7 (H): 0.18, atom 8 (H): 0.18